Formula: C5H7ClSi
Source: OMol25
Level of theory: wB97M-V/def2-TZVPD

The geometry in ORCA input format:
```
! RIJCOSX wB97M-V def2-TZVPD def2/J DEFGRID3
* xyz 0 1
C 0.09556 2.29126 0.71606
C -0.40658 1.21070 0.69061
Si -1.23687 -0.45550 0.55370
C -2.48669 -0.51506 -0.87772
Cl 0.11790 -2.06636 0.20481
H 0.53436 3.25426 1.07195
H -1.60028 -0.67859 1.97219
H -1.83329 -1.19877 -1.62106
H -3.41405 -1.15596 -0.71380
H -2.78666 0.49177 -1.20051
C 3.24950 -0.73616 0.22277
C 3.31952 0.01410 -0.73781
H 3.15368 -1.38241 0.93329
H 3.29390 0.92672 -1.21447
*
```

Summary:
- Strongest force on any atom: 0.1462 hartree/bohr
- ΔE to the lowest compared entry with this formula, charge and spin: 63.1 kJ/mol
- DFT total energy: -944.2813 Eh
- Structure (SMILES): C#C[Si@@H](C)Cl.C#C

Atomic partial charges in e from the Löwdin method, atoms 1 to 6:
1. C 0.0103
2. C -0.2694
3. Si 0.2121
4. C -0.2579
5. Cl 0.2165
6. H 0.0541